Here is 2 unconnected molecules or ions with the total composition C3H6O from the OMol25 dataset. Energies are from wB97M-V/def2-TZVPD.

The energy above the lowest of the compared OMol25 structures with the same formula, charge and spin is 111.23 kcal/mol. The HOMO energy comes out at -8.564 eV. Its gap between HOMO and LUMO is 9.37 eV.

Cartesian coordinates (Å):
1 O 0.581 0.662 -1.017
2 C 0.041 -0.763 0.382
3 C -0.463 -0.340 -0.996
4 C 1.072 0.367 0.185
5 H -0.672 -0.735 1.210
6 H -1.448 0.135 -1.032
7 H 0.668 1.604 1.243
8 H -0.335 -1.039 -1.825
9 H 0.598 -1.702 0.414
10 H -0.043 1.811 1.436

=====

Here is 2 unconnected molecules or ions with the total composition C6H13NO at a distorted geometry from the OMol25 dataset. Energies are from wB97M-V/def2-TZVPD.

The energy above the lowest of the compared OMol25 structures with the same formula, charge and spin is 250.42 kcal/mol. The HOMO energy comes out at -7.786 eV. Its gap between HOMO and LUMO is 5.25 eV.

Cartesian coordinates (Å):
1 O -0.994 -2.035 -0.586
2 N -0.920 0.440 -1.656
3 C 0.474 0.497 -2.046
4 C 0.940 -1.165 1.698
5 C 0.457 0.356 1.647
6 C -0.218 1.361 0.504
7 C 1.226 1.058 0.771
8 C -1.151 0.530 -0.245
9 H -1.790 -2.522 -0.828
10 H 1.726 2.025 0.716
11 H 0.570 0.194 -3.082
12 H 1.823 -1.218 1.067
13 H -0.434 0.303 2.250
14 H 1.137 -0.143 -1.470
15 H -1.230 -0.514 -1.852
16 H -2.201 0.831 -0.141
17 H -0.663 2.216 0.991
18 H -1.087 -0.514 0.229
19 H 0.210 -1.874 1.288
20 H 1.285 -1.354 2.697
21 H 0.841 1.527 -1.951

=====

Here is 7 unconnected molecules or ions with the total composition C37H94BrN6O6 at a distorted geometry from the OMol25 dataset. Energies are from wB97M-V/def2-TZVPD.

The energy above the lowest of the compared OMol25 structures with the same formula, charge and spin is 14.60 kcal/mol. The HOMO energy comes out at -19.328 eV. Its gap between HOMO and LUMO is 5.60 eV. The net charge is +5.

Cartesian coordinates (Å):
1 Br 31.461 9.672 -17.344
2 O 31.411 16.127 -13.549
3 O 35.625 7.672 -19.864
4 O 34.999 7.152 -11.015
5 O 29.842 11.043 -24.155
6 O 31.942 5.223 -16.630
7 O 27.738 12.773 -16.797
8 N 33.375 8.135 -13.405
9 N 28.899 5.242 -17.685
10 N 35.355 10.890 -19.892
11 N 27.506 10.378 -14.872
12 N 33.406 14.087 -14.894
13 N 30.048 9.814 -23.456
14 C 31.859 14.030 -14.854
15 C 35.092 9.785 -18.792
16 C 26.247 5.845 -17.794
17 C 34.564 6.259 -12.056
18 C 30.219 5.533 -18.360
19 C 33.999 15.505 -15.064
20 C 27.584 10.001 -13.335
21 C 31.924 8.547 -13.773
22 C 33.795 13.347 -16.203
23 C 33.256 6.838 -12.671
24 C 28.212 3.250 -19.272
25 C 33.923 9.323 -12.551
26 C 29.949 9.709 -21.935
27 C 31.089 7.509 -23.754
28 C 34.241 8.073 -14.686
29 C 27.539 9.094 -15.738
30 C 35.956 10.314 -21.257
31 C 31.016 7.350 -22.198
32 C 28.594 7.956 -24.311
33 C 30.424 11.067 -21.312
34 C 31.509 4.801 -17.913
35 C 34.518 8.462 -19.347
36 C 34.033 11.686 -20.218
37 C 28.787 11.247 -15.199
38 C 31.256 14.682 -13.618
39 C 27.739 6.189 -18.239
40 C 36.356 11.977 -19.345
41 C 26.126 11.079 -14.912
42 C 28.802 11.847 -16.635
43 C 29.030 5.600 -16.183
44 C 31.027 8.676 -21.495
45 C 33.179 4.596 -16.246
46 C 28.542 9.292 -21.374
47 C 28.444 3.777 -17.787
48 C 29.986 8.539 -24.327
49 C 34.133 13.421 -13.683
50 C 30.365 8.922 -25.774
51 H 33.839 12.284 -19.328
52 H 34.256 5.275 -11.703
53 H 29.260 3.214 -17.334
54 H 35.239 7.975 -14.260
55 H 35.182 13.254 -13.928
56 H 28.469 8.580 -15.499
57 H 25.563 6.228 -18.552
58 H 34.407 10.316 -18.131
59 H 28.800 12.120 -14.547
60 H 27.834 8.700 -24.550
61 H 30.495 6.585 -18.286
62 H 31.996 9.103 -21.755
63 H 31.353 9.375 -25.860
64 H 31.938 9.493 -14.315
65 H 33.322 9.463 -11.652
66 H 33.782 16.029 -15.995
67 H 31.701 12.954 -14.914
68 H 33.562 4.892 -15.270
69 H 29.290 6.652 -16.068
70 H 36.451 12.765 -20.092
71 H 27.470 10.959 -12.827
72 H 30.140 6.722 -22.037
73 H 33.698 8.574 -20.056
74 H 25.944 6.250 -16.828
75 H 34.946 9.138 -12.225
76 H 27.787 6.029 -19.316
77 H 35.958 12.268 -18.373
78 H 31.347 8.610 -12.851
79 H 28.414 7.224 -25.098
80 H 37.262 11.390 -19.190
81 H 33.864 10.233 -13.148
82 H 30.232 14.375 -13.403
83 H 29.576 10.565 -14.883
84 H 31.825 14.284 -12.778
85 H 33.566 12.291 -16.061
86 H 33.914 7.217 -15.276
87 H 29.766 4.877 -15.831
88 H 34.151 9.027 -15.206
89 H 27.388 9.251 -16.806
90 H 35.077 15.374 -15.166
91 H 28.553 9.594 -13.047
92 H 25.435 10.413 -14.396
93 H 30.372 7.951 -26.269
94 H 36.925 9.877 -21.016
95 H 28.103 7.188 -18.001
96 H 29.779 12.290 -16.827
97 H 31.888 6.784 -21.870
98 H 34.046 14.109 -12.842
99 H 28.751 11.100 -17.428
100 H 34.527 6.789 -10.262
101 H 26.184 11.998 -14.328
102 H 35.369 6.229 -12.790
103 H 29.634 9.504 -26.336
104 H 34.289 12.306 -21.078
105 H 29.656 11.803 -21.550
106 H 33.996 7.940 -18.545
107 H 31.338 11.444 -21.769
108 H 34.869 13.422 -16.374
109 H 32.106 7.741 -24.070
110 H 33.185 13.829 -16.967
111 H 33.054 3.517 -16.156
112 H 28.344 7.462 -23.371
113 H 31.444 7.802 -14.408
114 H 33.801 16.137 -14.198
115 H 33.303 10.905 -20.431
116 H 27.378 12.765 -17.686
117 H 32.403 6.922 -11.997
118 H 29.080 3.314 -19.928
119 H 35.947 11.137 -21.972
120 H 27.855 10.006 -21.829
121 H 28.087 5.427 -15.666
122 H 26.028 4.786 -17.929
123 H 30.986 16.395 -12.731
124 H 32.101 4.878 -18.824
125 H 30.010 5.316 -19.408
126 H 33.687 12.436 -13.546
127 H 32.764 6.145 -13.353
128 H 27.417 3.832 -19.739
129 H 34.044 4.725 -16.896
130 H 35.175 9.661 -21.647
131 H 28.525 9.550 -20.315
132 H 30.390 10.951 -20.228
133 H 28.132 8.285 -21.455
134 H 31.436 3.714 -17.916
135 H 31.566 14.382 -15.844
136 H 36.033 9.608 -18.271
137 H 25.847 11.230 -15.955
138 H 26.757 8.414 -15.399
139 H 28.001 2.182 -19.225
140 H 30.851 6.552 -24.219
141 H 26.869 9.210 -13.107
142 H 27.543 3.736 -17.175
143 H 31.044 8.597 -20.408
144 H 35.241 6.808 -20.034

=====

Here is a molecular structure, C27H23N3O5PPdS3 at a distorted geometry from the OMol25 dataset. Energies are from wB97M-V/def2-TZVPD.

The energy above the lowest of the compared OMol25 structures with the same formula, charge and spin is 13.94 kcal/mol. The HOMO energy comes out at -4.395 eV. Its gap between HOMO and LUMO is 6.60 eV. The net charge is -1.

Cartesian coordinates (Å):
1 Pd -1.117 -1.357 0.000
2 S -0.898 0.562 2.257
3 S -2.584 -3.174 -0.060
4 S -0.823 -1.545 -2.179
5 P 1.177 -0.816 0.143
6 O -0.968 1.182 0.936
7 O -4.561 0.175 0.797
8 O -1.570 1.306 3.291
9 O -1.221 -0.890 2.176
10 O -3.191 0.501 -0.935
11 N -4.116 -5.517 -2.475
12 N -1.778 -3.506 -5.163
13 N -3.389 3.115 -0.939
14 C -1.837 -2.894 -2.659
15 C 2.477 -3.006 1.318
16 C -1.801 -3.240 -4.042
17 C 2.963 1.971 -3.052
18 C 1.151 1.273 -1.634
19 C -2.522 4.016 -0.157
20 C 0.849 0.557 2.618
21 C 2.125 -2.367 0.132
22 C 3.103 0.082 1.971
23 C 3.567 0.681 3.133
24 C -3.438 -4.640 -2.165
25 C -3.323 4.332 1.103
26 C -3.943 2.973 1.410
27 C 3.236 0.072 -1.605
28 C 3.057 -4.266 1.290
29 C 2.327 -3.026 -1.082
30 C 3.747 0.936 -2.562
31 C -2.598 -3.553 -1.750
32 C -4.283 2.417 0.009
33 C 2.665 1.209 4.044
34 C 1.303 1.150 3.784
35 C 1.936 0.235 -1.135
36 C -4.053 0.907 -0.008
37 C 3.278 -4.904 0.079
38 C 1.667 2.139 -2.585
39 C 1.741 0.002 1.696
40 C 2.909 -4.282 -1.106
41 H 4.757 0.797 -2.928
42 H -3.200 2.328 1.883
43 H -4.103 5.066 0.870
44 H 2.292 -2.525 2.270
45 H 3.814 -0.338 1.269
46 H 3.723 -5.891 0.058
47 H -3.927 3.634 -1.618
48 H -4.814 3.004 2.060
49 H 0.576 1.568 4.467
50 H 1.049 2.940 -2.970
51 H 3.056 -4.784 -2.054
52 H 0.139 1.394 -1.266
53 H 3.850 -0.741 -1.234
54 H -2.913 1.310 -1.416
55 H -2.715 4.722 1.919
56 H 3.322 -4.754 2.219
57 H 2.002 -2.564 -2.006
58 H -2.250 4.889 -0.751
59 H -1.605 3.483 0.109
60 H 4.631 0.734 3.323
61 H -5.328 2.599 -0.252
62 H 3.359 2.641 -3.804
63 H 3.020 1.676 4.954

=====

Here is 2 unconnected molecules or ions with the total composition C5H13NO from the OMol25 dataset. Energies are from wB97M-V/def2-TZVPD.

The energy above the lowest of the compared OMol25 structures with the same formula, charge and spin is 26.42 kcal/mol. The HOMO energy comes out at -7.819 eV. Its gap between HOMO and LUMO is 8.83 eV. Its SMILES is C/C=C/NCC.O.

Cartesian coordinates (Å):
1 O 0.155 1.183 1.975
2 N 0.555 -0.477 -1.107
3 C 1.660 0.482 -1.096
4 C -0.706 -0.095 -0.696
5 C 2.758 0.075 -0.122
6 C -1.631 -0.907 -0.166
7 C -3.001 -0.458 0.244
8 H 0.840 -1.397 -0.798
9 H 3.546 0.828 -0.113
10 H -0.369 1.046 2.763
11 H 3.207 -0.880 -0.390
12 H -3.154 0.614 0.111
13 H -3.794 -0.961 -0.315
14 H -0.934 0.958 -0.820
15 H -3.176 -0.671 1.302
16 H 2.356 0.051 0.892
17 H -0.224 0.557 1.342
18 H 1.279 1.466 -0.832
19 H -1.444 -1.970 -0.067
20 H 2.076 0.555 -2.106